<i>
The following is a quantum chemistry calculation of a 2-piece molecular cluster, C4H10N3 overall, from the Open Molecules 2025 dataset.

HOMO energy in Ha: -0.5235
Kohn-Sham gap in eV: 10.51

ORCA input file:
```
! RIJCOSX wB97M-V def2-TZVPD def2/J DEFGRID3
* xyz 1 1
C -2.324 0.872 -2.268
C 1.710 1.205 0.029
C -0.700 -0.024 1.337
C 1.221 -0.151 -0.137
N -1.782 0.354 -1.422
N -0.186 -1.969 0.230
N 0.210 -0.695 0.410
H 2.649 1.209 0.619
H -2.768 1.077 -3.146
H 1.982 1.570 -1.001
H -0.335 1.079 1.678
H -1.739 0.050 0.757
H -0.759 -0.719 2.297
H 1.050 2.045 0.555
H 1.985 -0.926 -0.511
H -0.621 -2.468 0.898
H 0.410 -2.509 -0.324
*
```

<ii>
The following is a quantum chemistry calculation of a 2-piece molecular cluster, C4H10N3 overall, from the Open Molecules 2025 dataset.

HOMO energy (alpha / beta) in Ha: -0.4322 / -0.4322
Kohn-Sham gap (alpha / beta) in eV: 7.72 / 7.72

ORCA input file:
```
! RIJCOSX wB97M-V def2-TZVPD def2/J DEFGRID3
* xyz 1 1
C -2.023 -0.432 -0.072
C 1.881 -0.519 -0.081
C 2.046 0.687 -0.883
C 0.084 -0.374 1.147
N 2.674 -1.388 0.199
N -3.101 -0.171 -0.837
N -1.046 0.261 0.534
H -2.123 -1.409 0.432
H 3.094 0.735 -1.110
H 1.903 1.530 -0.151
H 1.353 0.962 -1.830
H 0.144 -1.477 1.284
H 0.654 0.140 1.903
H 2.512 -2.177 0.902
H -3.863 -0.869 -0.840
H -3.329 0.744 -1.209
H -1.073 1.360 0.558
*
```

Most stable one: <i>, least stable one: <ii>.

<i>
The following is a quantum chemistry calculation of an isolated molecule of C4H5N, from the Open Molecules 2025 dataset.

SMILES: C=C(C)C#N
HOMO energy in Ha: -0.3735
Kohn-Sham gap in eV: 10.49

ORCA input file:
```
! RIJCOSX wB97M-V def2-TZVPD def2/J DEFGRID3
* xyz 0 1
C 0.625 -1.295 -0.059
C -0.243 -0.280 -0.115
C 0.455 1.109 -0.050
C -1.658 -0.271 0.005
N -2.793 -0.106 -0.029
H 0.321 -2.310 -0.065
H 1.610 -1.089 0.283
H 0.394 1.438 0.982
H -0.213 1.826 -0.591
H 1.502 0.979 -0.360
*
```

<ii>
The following is a quantum chemistry calculation of an isolated molecule of C4H5N, from the Open Molecules 2025 dataset.

SMILES: C=CCC#N
HOMO energy in Ha: -0.3785
Kohn-Sham gap in eV: 11.17

ORCA input file:
```
! RIJCOSX wB97M-V def2-TZVPD def2/J DEFGRID3
* xyz 0 1
C -1.647 -0.158 -0.388
C -0.472 -0.463 0.260
C 0.707 0.526 0.222
C 1.968 -0.072 -0.168
N 3.066 -0.403 -0.310
H -1.744 0.814 -0.907
H -2.660 -0.766 -0.391
H -0.489 -1.510 0.701
H 0.868 0.652 1.301
H 0.403 1.379 -0.320
*
```

Most stable one: <i>, least stable one: <ii>.

<i>
The following is a quantum chemistry calculation of an isolated molecule of C4H5N, from the Open Molecules 2025 dataset.

HOMO energy (alpha / beta) in Ha: -0.2490 / -0.2495
Kohn-Sham gap (alpha / beta) in eV: 7.36 / 7.43

ORCA input file:
```
! RIJCOSX wB97M-V def2-TZVPD def2/J DEFGRID3
* xyz 0 1
C -0.390 2.217 0.597
C 0.008 1.260 0.006
C 0.492 0.205 -0.692
C -0.520 -1.489 0.264
N 0.040 -1.023 -0.770
H -0.750 3.061 1.123
H 1.359 0.354 -1.321
H -1.305 -2.212 0.426
H -0.220 -1.222 1.271
H -0.109 -1.483 -1.651
*
```

<ii>
The following is a quantum chemistry calculation of a 2-piece molecular cluster, C4H5N overall, from the Open Molecules 2025 dataset.

HOMO energy (alpha / beta) in Ha: -0.2573 / -0.2573
Kohn-Sham gap (alpha / beta) in eV: 6.01 / 6.00

ORCA input file:
```
! RIJCOSX wB97M-V def2-TZVPD def2/J DEFGRID3
* xyz 0 1
C -0.972 -0.581 0.711
C 0.966 -1.298 -0.701
C 2.871 -0.154 0.454
C -2.146 -0.996 -0.164
N 1.885 -0.796 -0.090
H 3.589 0.548 -0.095
H 3.283 -0.395 1.458
H -2.960 -0.333 0.041
H -2.542 -1.850 0.366
H -1.809 -1.364 -1.153
*
```

Most stable one: <i>, least stable one: <ii>.

<i>
The following is a quantum chemistry calculation of an isolated molecule of C4H5N, from the Open Molecules 2025 dataset.

SMILES: C/C=C/C#N
HOMO energy in Ha: -0.3580
Kohn-Sham gap in eV: 9.99

ORCA input file:
```
! RIJCOSX wB97M-V def2-TZVPD def2/J DEFGRID3
* xyz 0 1
C 2.471 0.024 -0.013
C 1.025 -0.286 -0.078
C -0.233 0.350 -0.015
C -1.647 0.033 -0.041
N -2.784 -0.154 0.039
H 2.474 0.203 1.248
H 2.948 0.856 -0.679
H 3.105 -0.845 -0.007
H 1.088 -1.320 -0.074
H 0.172 1.451 0.120
*
```

<ii>
The following is a quantum chemistry calculation of a 2-piece molecular cluster, C4H5N overall, from the Open Molecules 2025 dataset.

HOMO energy in Ha: -0.3184
Kohn-Sham gap in eV: 8.63

ORCA input file:
```
! RIJCOSX wB97M-V def2-TZVPD def2/J DEFGRID3
* xyz 0 1
C -1.712 2.385 0.322
C -1.198 1.469 0.862
C 0.163 -0.599 0.850
C 0.465 -0.398 -0.589
N 0.023 -1.121 1.912
H -2.355 3.165 -0.108
H 0.340 0.650 -0.726
H -0.152 -1.004 -1.308
H 1.396 -0.836 -0.798
H 0.220 -1.987 2.254
*
```

Most stable one: <i>, least stable one: <ii>.

<i>
The following is a quantum chemistry calculation of C6H16N2 as an isolated structure, from the Open Molecules 2025 dataset.

HOMO energy in Ha: -0.3027
Kohn-Sham gap in eV: 8.66

ORCA input file:
```
! RIJCOSX wB97M-V def2-TZVPD def2/J DEFGRID3
* xyz 0 1
C -1.511 -2.649 -0.349
C -0.295 -2.309 0.447
N 0.283 -1.050 0.004
C 1.389 -1.259 -1.005
C 0.798 -0.373 1.162
C 1.114 0.988 0.871
N 1.446 1.550 -0.352
C -1.192 4.184 -0.463
H -1.278 -2.701 -1.483
H -2.070 -3.541 -0.008
H -2.227 -1.803 -0.287
H -0.717 -2.119 1.464
H 0.461 -3.288 0.457
H 0.999 -1.538 -1.998
H 2.090 -0.429 -1.187
H 2.050 -2.101 -0.561
H 0.032 -0.291 1.989
H 1.676 -1.010 1.544
H 0.329 1.335 -0.174
H 1.241 1.587 1.839
H -0.208 4.424 0.048
H -1.010 4.457 -1.529
H -2.004 4.846 -0.071
H -1.396 3.091 -0.358
*
```

<ii>
The following is a quantum chemistry calculation of an isolated molecule of C6H16N2, from the Open Molecules 2025 dataset.

SMILES: CCNC[C@@H](N)CC
HOMO energy in Ha: -0.2914
Kohn-Sham gap in eV: 9.10

ORCA input file:
```
! RIJCOSX wB97M-V def2-TZVPD def2/J DEFGRID3
* xyz 0 1
C 1.375 -1.439 3.129
C 0.299 -0.487 2.600
N 0.449 -0.146 1.146
C -0.547 -0.557 0.232
C -0.360 -0.119 -1.251
N -1.228 -0.927 -1.990
C -0.554 1.388 -1.280
C 0.170 1.778 -2.653
H 0.848 -2.113 3.807
H 1.939 -2.021 2.323
H 2.252 -0.914 3.536
H 0.070 0.410 3.263
H -0.802 -1.008 2.643
H 1.314 0.106 0.776
H -1.500 -0.021 0.692
H -0.774 -1.587 0.200
H 0.781 -0.281 -1.645
H -2.230 -0.541 -1.875
H -1.112 -1.003 -2.986
H -1.592 1.702 -1.381
H 0.047 1.807 -0.522
H 0.274 0.882 -3.303
H -0.276 2.694 -3.074
H 1.156 2.396 -2.389
*
```

Most stable one: <ii>, least stable one: <i>.

<i>
The following is a quantum chemistry calculation of a 3-piece molecular cluster, C2H8O4 overall, from the Open Molecules 2025 dataset.

SMILES: CC(=O)O.O.O
HOMO energy in Ha: -0.3953
Kohn-Sham gap in eV: 11.13

ORCA input file:
```
! RIJCOSX wB97M-V def2-TZVPD def2/J DEFGRID3
* xyz 0 1
C 2.354 -1.444 -0.123
C 1.121 -0.504 -0.325
O 0.245 -0.347 0.516
O 1.588 0.622 -1.048
H 1.979 -2.457 -0.142
H 2.883 -1.236 0.821
H 3.109 -1.262 -0.912
H 1.088 1.429 -0.819
O -0.658 2.688 -0.203
H -1.073 1.809 -0.126
H -1.297 3.205 0.295
O -3.774 -1.378 0.868
H -3.230 -0.534 0.884
H -3.517 -1.933 1.630
*
```

<ii>
The following is a quantum chemistry calculation of a 3-piece molecular cluster, C2H8O4 overall, from the Open Molecules 2025 dataset.

SMILES: CC(=O)O.O.O
HOMO energy in Ha: -0.3941
Kohn-Sham gap in eV: 11.15

ORCA input file:
```
! RIJCOSX wB97M-V def2-TZVPD def2/J DEFGRID3
* xyz 0 1
C -0.057 -1.801 -1.508
C -0.242 -0.501 -0.658
O 0.688 0.269 -0.342
O -1.642 -0.281 -0.492
H -0.588 -1.275 -2.496
H -0.604 -2.642 -0.969
H 0.983 -2.031 -1.720
H -1.443 -0.234 0.430
O -1.928 1.151 1.644
H -1.436 1.900 1.246
H -2.329 1.575 2.387
O 3.159 1.502 0.971
H 2.481 1.734 0.241
H 2.958 0.634 1.266
*
```

Most stable one: <i>, least stable one: <ii>.

<i>
The following is a quantum chemistry calculation of a 3-piece molecular cluster, C2H9O2S overall, from the Open Molecules 2025 dataset.

HOMO energy in Ha: -0.1106
Kohn-Sham gap in eV: 7.13

ORCA input file:
```
! RIJCOSX wB97M-V def2-TZVPD def2/J DEFGRID3
* xyz -1 1
C -0.951 -0.109 -2.228
C 0.016 0.145 -1.033
S -0.869 0.405 0.539
H -1.883 0.425 -2.051
H -0.479 0.146 -3.192
H -1.093 -1.190 -2.276
H 0.515 -0.835 -0.924
H 0.822 0.838 -1.254
H -1.524 -2.797 0.700
H -0.478 -1.837 1.060
O -0.602 -2.820 0.972
H 2.035 2.324 1.325
H 2.857 1.217 0.858
O 2.953 2.137 1.080
*
```

<ii>
The following is a quantum chemistry calculation of a 3-piece molecular cluster, C2H9O2S overall, from the Open Molecules 2025 dataset.

HOMO energy in Ha: -0.1166
Kohn-Sham gap in eV: 7.31

ORCA input file:
```
! RIJCOSX wB97M-V def2-TZVPD def2/J DEFGRID3
* xyz -1 1
C -0.700 -0.981 -1.616
C -0.705 0.391 -0.987
S -0.734 0.384 0.856
H -1.709 -1.389 -1.741
H -0.219 -0.936 -2.594
H -0.211 -1.804 -1.088
H 0.162 1.003 -1.194
H -1.488 0.989 -1.460
H 0.320 2.914 2.763
H 0.506 1.862 1.660
O 0.883 2.731 1.989
H 1.135 -2.203 0.559
H 1.144 -1.064 1.519
O 1.616 -1.898 1.335
*
```

<iii>
The following is a quantum chemistry calculation of C2H9O2S as an isolated structure, from the Open Molecules 2025 dataset.

HOMO energy in Ha: -0.1043
Kohn-Sham gap in eV: 6.88

ORCA input file:
```
! RIJCOSX wB97M-V def2-TZVPD def2/J DEFGRID3
* xyz -1 1
C 0.918 1.800 0.237
C 1.390 0.559 -0.597
S 0.062 -0.811 -0.511
H 1.320 2.740 -0.180
H 0.809 1.585 1.238
H -0.268 1.831 -0.017
H 2.141 0.097 -0.005
H 1.471 0.707 -1.685
H -2.413 0.131 -0.999
H -2.726 1.558 -1.178
O -3.034 0.763 -0.696
H 0.442 -1.154 2.423
H 0.622 -1.767 0.907
O 1.020 -1.605 1.863
*
```

Most stable one: <ii>, least stable one: <iii>.